No. 1
{
  "formula": "C25H42Cl2NPRu",
  "method": "ωB97M-V with the def2-TZVPD basis set",
  "s2": 6.037,
  "relative_energy_kcal_mol": 17.45,
  "spin_multiplicity": 5,
  "homo_energy_ev": [-4.56, -6.39],
  "homo_lumo_gap_ev": [4.65, 4.61],
  "total_charge": 0,
  "e_tot_ev": -65009.3511,
  "species": ["P", "C", "C", "C", "C", "C", "C", "C", "C", "C", "C", "C", "C", "C", "C", "C", "C", "C", "C", "H", "H", "H", "H", "H", "H", "H", "H", "H", "H", "H", "H", "H", "H", "H", "H", "H", "H", "H", "H", "H", "H", "H", "H", "H", "H", "H", "H", "H", "H", "H", "H", "H", "Ru", "Cl", "Cl", "C", "H", "C", "C", "C", "C", "C", "C", "H", "H", "H", "H", "H", "N", "H", "H", "H"],
  "positions_angstrom": [[-0.2447, 1.1469, -1.0491], [-1.8336, 0.2843, -0.9445], [-2.4873, 1.0942, -2.0998], [-3.9127, 0.6363, -2.3910], [-3.9963, -0.8946, -2.5301], [-3.3313, -1.7173, -1.3999], [-1.8955, -1.2435, -1.1154], [1.2426, 0.1969, -1.3362], [1.2445, 0.5166, -2.8575], [2.5831, 0.1070, -3.4571], [2.9235, -1.3596, -3.1257], [2.7746, -1.7713, -1.6402], [1.4304, -1.3000, -1.0424], [-0.1299, 2.8967, -0.4571], [-1.2198, 3.2950, 0.5707], [-1.2193, 4.8259, 0.6755], [0.1580, 5.4146, 1.0351], [1.3385, 4.7527, 0.3025], [1.2278, 3.2258, 0.2130], [-2.3393, 0.4912, 0.0123], [-1.8455, 0.9865, -2.9974], [-2.5006, 2.1625, -1.8331], [-4.2551, 1.1577, -3.2961], [-4.5266, 0.9748, -1.5461], [-5.0487, -1.1836, -2.6076], [-3.4984, -1.1696, -3.4699], [-3.9126, -1.6112, -0.4731], [-3.3363, -2.7904, -1.6562], [-1.5202, -1.7004, -0.1918], [-1.2301, -1.5749, -1.9239], [2.1019, 0.6901, -0.8381], [3.3340, 0.7718, -3.0108], [1.0827, 1.5979, -3.0129], [0.4034, -0.0232, -3.3304], [2.5415, 0.2978, -4.5369], [3.9480, -1.5660, -3.4524], [2.2510, -1.9979, -3.7136], [2.8959, -2.8638, -1.5337], [3.5830, -1.3139, -1.0508], [1.4078, -1.4494, 0.0420], [0.6143, -1.9089, -1.4454], [-0.2440, 3.4846, -1.4088], [-2.2229, 2.9422, 0.3014], [-1.0165, 2.8412, 1.5577], [-1.4971, 5.1956, -0.3220], [-1.9829, 5.1949, 1.3752], [0.3130, 5.3373, 2.1196], [0.1560, 6.4850, 0.7966], [2.2901, 5.0684, 0.7497], [1.3364, 5.1094, -0.7358], [2.0811, 2.8285, -0.3460], [1.2968, 2.7703, 1.2161], [0.1899, -0.5219, 3.6447], [2.2976, 0.3120, 3.0349], [-1.7862, 0.5857, 3.6686], [-0.4119, -1.9454, 2.5630], [-1.3523, -1.9794, 2.0256], [0.3384, -3.1748, 2.2992], [1.7602, -3.1748, 2.3201], [2.4821, -4.3763, 2.2858], [1.8046, -5.5950, 2.1994], [0.3970, -5.6232, 2.1112], [-0.3183, -4.4314, 2.1170], [2.2611, -2.2202, 2.4316], [3.5742, -4.3470, 2.3562], [-0.1245, -6.5816, 2.0605], [-1.4106, -4.4260, 2.0746], [2.3712, -6.5399, 2.2063], [0.6153, -0.3215, 5.7087], [0.7182, 0.6368, 6.0583], [1.4634, -0.8483, 5.8716], [-0.1820, -0.7687, 6.1740]]
}

No. 2
{
  "formula": "C25H42F4N5O3Sc",
  "method": "ωB97M-V with the def2-TZVPD basis set",
  "relative_energy_kcal_mol": 0.00,
  "homo_energy_ev": -13.78,
  "homo_lumo_gap_ev": 8.31,
  "total_charge": 2,
  "e_tot_ev": -71756.1268,
  "species": ["Sc", "C", "O", "C", "C", "O", "C", "C", "O", "C", "H", "H", "H", "H", "H", "H", "H", "H", "H", "H", "H", "H", "H", "H", "C", "C", "N", "C", "C", "C", "C", "N", "C", "C", "F", "C", "F", "C", "C", "F", "C", "F", "H", "H", "H", "H", "H", "H", "H", "H", "H", "H", "H", "H", "H", "H", "H", "C", "C", "N", "C", "N", "C", "C", "C", "N", "C", "H", "H", "H", "H", "H", "H", "H", "H", "H", "H", "H", "H", "H"],
  "positions_angstrom": [[0.5704, 0.8188, 0.4828], [0.0317, 4.0246, 0.4174], [-0.0735, 2.7953, 1.2839], [-1.2195, 2.8304, 2.1747], [-1.0466, 1.6995, 3.2010], [-1.4635, 0.4122, 2.7407], [-2.8616, 0.2109, 3.1548], [-3.5242, -0.8781, 2.4075], [-3.7038, -0.4710, 1.0603], [-4.5659, -1.4510, 0.4144], [0.5674, 4.7295, 1.0079], [0.6988, 3.8061, -0.4561], [-0.8985, 4.4363, 0.0837], [-1.3436, 3.7668, 2.7105], [-2.1445, 2.6408, 1.5770], [0.0026, 1.6559, 3.4933], [-1.5836, 2.0069, 4.1389], [-2.9080, -0.0894, 4.2341], [-3.4098, 1.1712, 2.9917], [-2.9623, -1.8066, 2.4187], [-4.5237, -1.0779, 2.8036], [-4.0755, -2.4194, 0.4223], [-5.5841, -1.3650, 0.8696], [-4.6660, -1.0509, -0.6360], [4.9114, 0.0525, -1.5314], [3.6899, -0.2398, -0.7172], [2.9934, 0.9792, -0.0317], [3.8751, 1.3620, 1.1798], [3.3471, 2.4930, 2.0660], [2.8639, 2.0532, -1.0434], [1.9006, 1.7214, -2.1621], [0.6210, 1.3474, -1.5103], [-0.5660, 1.5418, -2.1526], [-1.7182, 1.2629, -1.4339], [-1.4472, 0.6918, -0.1197], [-3.0014, 1.4190, -1.8764], [-3.9735, 1.3672, -0.9606], [-3.2434, 1.5454, -3.2203], [-2.0666, 1.7915, -4.0273], [-2.2400, 1.8745, -5.3811], [-0.8056, 1.8718, -3.5259], [0.2204, 2.2140, -4.3570], [5.3424, -0.9159, -1.8623], [5.6539, 0.5573, -0.8937], [4.6799, 0.6584, -2.4330], [4.0113, -0.8803, 0.0953], [2.9588, -0.7965, -1.3222], [4.8845, 1.5195, 0.8539], [3.9070, 0.4564, 1.8213], [2.8815, 3.2501, 1.4778], [4.2278, 2.9483, 2.5638], [2.6929, 2.1599, 2.9064], [3.8813, 2.2301, -1.4784], [2.5095, 2.9802, -0.5488], [2.2550, 0.9594, -2.8638], [1.6966, 2.6039, -2.7458], [-4.2234, 1.5314, -3.6836], [-1.2728, -3.6805, -2.2867], [-0.2263, -2.6243, -2.6742], [0.0027, -1.6874, -1.5739], [0.0668, -2.1263, -0.2581], [0.5435, -1.3147, 0.6782], [1.0702, -1.8974, 1.9045], [0.3281, -3.1674, 2.3776], [0.1896, -4.1276, 1.1719], [-0.2445, -3.3941, 0.0070], [-0.9496, -4.3028, -0.9671], [-1.3341, -4.5330, -3.0172], [-2.2630, -3.1857, -2.3898], [-0.6611, -2.0497, -3.4814], [0.7055, -3.0198, -3.1374], [0.3306, -0.7162, -1.7768], [0.9427, -1.1691, 2.6821], [2.0848, -2.0772, 1.8083], [-0.6190, -2.9562, 2.8030], [0.9277, -3.6084, 3.1915], [-0.5045, -4.9524, 1.3326], [1.1291, -4.6024, 0.9152], [-1.8924, -4.5788, -0.4301], [-0.3867, -5.2356, -0.9577]]
}